C52H59BFeN6P2S5 | wB97M-V/def2-TZVPD

Values from the calculation:
⟨S²⟩ ... 8.970
HOMO energy (spin up / spin down) ... -9.686 / -9.288 eV
E_tot ... -6307.54955 a.u.
Orbital gap (spin up / spin down) ... 0.232 / 0.184 hartree
Energy above the lowest of the compared OMol25 structures with the same formula, charge and spin ... 40.2 kcal/mol

Structure (ORCA input):
```
! wB97M-V def2-TZVPD RIJCOSX def2/J DEFGRID3
* xyz 1 6
Fe 0.2204 -0.4735 -0.8894
C 3.8903 1.7572 1.3814
C 2.4286 1.7597 1.6381
C 1.7463 2.8393 2.1451
C 0.3389 2.7877 2.2455
N -0.3249 1.7082 1.9265
N 0.3114 0.6478 1.4674
B -0.4562 -0.5702 1.0948
N 0.0376 -1.8003 1.8387
N 0.4200 -1.6348 3.0890
C 0.8939 -2.6448 3.7629
C 0.9193 -3.9435 3.1908
C 0.5206 -4.1302 1.8919
C 0.5599 -5.4492 1.2066
C 0.1148 -2.9712 1.1740
S -0.1625 -2.8996 -0.4958
C 1.4542 -2.3665 5.1395
C 1.2721 -0.8912 5.5111
C 0.7490 -3.2525 6.1728
C 2.9563 -2.6880 5.0947
N -1.9528 -0.3993 1.2387
N -2.3494 -0.3963 2.4989
C -3.5955 -0.1833 2.7997
C -4.5574 0.0268 1.7755
C -4.1708 -0.0114 0.4636
C -5.1061 0.1477 -0.6809
C -2.7839 -0.2325 0.1918
S -2.1553 -0.3181 -1.3705
C -3.9616 -0.2232 4.2667
C -2.6903 -0.4014 5.1048
C -4.9021 -1.4185 4.4808
C -4.6630 1.0816 4.6635
C 1.6634 0.6319 1.2778
S 2.3384 -0.7372 0.5274
C -0.4717 3.9826 2.6860
C -1.9497 3.6154 2.8188
C -0.3047 5.0648 1.6117
C 0.0329 4.4960 4.0392
H 4.3812 2.5833 1.8849
H 4.0641 1.8451 0.3090
H 4.3311 0.8127 1.6932
H 2.2818 3.7314 2.4249
H 1.2639 -4.7845 3.7712
H 0.9923 -6.2069 1.8538
H 1.1437 -5.3705 0.2891
H -0.4454 -5.7565 0.9210
H 0.2217 -0.6221 5.5181
H 1.7779 -0.2521 4.7930
H 1.6857 -0.7020 6.4981
H -0.3236 -3.0764 6.1601
H 1.1221 -3.0212 7.1662
H 0.9195 -4.3097 5.9855
H 3.4372 -2.1447 4.2856
H 3.1344 -3.7487 4.9442
H 3.4226 -2.3915 6.0291
H -5.5919 0.1965 2.0297
H -6.1283 0.2827 -0.3436
H -5.0449 -0.7316 -1.3200
H -4.8085 1.0007 -1.2884
H -2.1681 -1.3082 4.8071
H -2.9358 -0.4666 6.1626
H -2.0144 0.4370 4.9527
H -4.4392 -2.3331 4.1174
H -5.8410 -1.2752 3.9529
H -5.1191 -1.5395 5.5378
H -4.0393 1.9391 4.4231
H -4.8589 1.0904 5.7328
H -5.6128 1.1951 4.1477
H -2.3495 3.2840 1.8650
H -2.5095 4.4852 3.1546
H -2.0698 2.8150 3.5444
H -0.5588 4.6702 0.6313
H 0.7186 5.4298 1.5780
H -0.9617 5.8998 1.8351
H -0.0437 3.7165 4.7958
H -0.5741 5.3406 4.3569
H 1.0653 4.8302 3.9791
S 0.3562 2.1706 -1.1880
P 0.2916 1.4796 -3.0559
C 0.6210 -0.2314 -2.8475
P 2.1942 -0.9599 -3.0897
S 3.6869 -0.4076 -1.8660
C 2.8277 -0.7925 -4.7919
C 1.9218 -0.8530 -5.8427
C 2.3812 -0.8074 -7.1444
C 3.7399 -0.7164 -7.3987
C 4.6421 -0.6589 -6.3495
C 4.1906 -0.6923 -5.0420
C 1.8368 -2.7372 -3.0014
C 0.6133 -3.1786 -3.4961
C 0.3440 -4.5304 -3.5520
C 1.2807 -5.4397 -3.0868
C 2.4862 -4.9971 -2.5665
C 2.7784 -3.6440 -2.5382
C -1.3606 1.6668 -3.7903
C -1.5879 1.1308 -5.0524
C -2.8052 1.3300 -5.6752
C -3.7974 2.0592 -5.0380
C -3.5715 2.5902 -3.7785
C -2.3530 2.3969 -3.1519
C 1.3603 2.4744 -4.1379
C 0.8449 3.3611 -5.0757
C 1.7156 4.0829 -5.8722
C 3.0859 3.9204 -5.7409
C 3.5952 3.0643 -4.7788
C 2.7323 2.3535 -3.9695
H 0.8652 -0.9390 -5.6270
H 1.6822 -0.8554 -7.9658
H 4.0968 -0.6947 -8.4184
H 5.7021 -0.5967 -6.5497
H 4.8915 -0.6384 -4.2193
H -0.1278 -2.4570 -3.8072
H -0.5972 -4.8777 -3.9468
H 1.0656 -6.4967 -3.1295
H 3.2112 -5.7101 -2.1985
H 3.7212 -3.2870 -2.1437
H -0.8022 0.5790 -5.5468
H -2.9778 0.9246 -6.6609
H -4.7464 2.2148 -5.5298
H -4.3446 3.1639 -3.2896
H -2.1655 2.8072 -2.1700
H -0.2219 3.4895 -5.1848
H 1.3218 4.7714 -6.6042
H 3.7570 4.4699 -6.3840
H 4.6605 2.9418 -4.6585
H 3.1228 1.7007 -3.2003
*
```